Entry 1:
{
  "formula": "C16H20F12O8",
  "method": "ωB97M-V/def2-TZVPD",
  "species": ["C", "C", "O", "C", "O", "C", "F", "F", "F", "H", "H", "H", "H", "H", "C", "C", "O", "C", "O", "C", "F", "F", "F", "H", "H", "H", "H", "H", "C", "C", "O", "C", "O", "C", "F", "F", "F", "H", "H", "H", "H", "H", "C", "C", "O", "C", "O", "C", "F", "F", "F", "H", "H", "H", "H", "H"],
  "coordinates": [[-0.3069, -3.7510, -5.5068], [-1.5556, -3.1405, -6.2188], [-2.0502, -2.0912, -5.3281], [-1.3053, -0.9351, -5.2287], [-0.2437, -0.6521, -5.8536], [-1.8157, 0.0789, -4.1421], [-3.1571, 0.0448, -3.8495], [-1.1232, -0.1674, -3.0380], [-1.5745, 1.3121, -4.6127], [-0.5649, -4.2333, -4.5640], [0.4232, -2.9552, -5.3594], [0.1680, -4.5206, -6.1153], [-2.2399, -3.9403, -6.5018], [-1.2556, -2.7321, -7.1838], [-0.7603, -3.5899, -1.4642], [-1.3098, -2.2535, -0.9391], [-2.0963, -2.2075, 0.2731], [-1.5370, -2.0014, 1.4548], [-0.3900, -1.5709, 1.6628], [-2.4888, -2.3488, 2.7026], [-2.5699, -1.2929, 3.5399], [-3.7449, -2.7557, 2.3806], [-1.9203, -3.3019, 3.4115], [-1.4526, -4.4254, -1.3598], [0.1726, -3.8423, -0.9602], [-0.5202, -3.6257, -2.5269], [-2.0241, -1.9337, -1.6979], [-0.5404, -1.4824, -0.9026], [-1.4560, 1.4247, 4.9529], [-2.3063, 2.6313, 4.7953], [-2.3975, 3.3866, 5.9750], [-1.6024, 4.4729, 6.2614], [-0.8370, 4.9794, 5.4737], [-1.6037, 5.0220, 7.7459], [-1.4092, 6.3132, 7.7741], [-2.6947, 4.7555, 8.3389], [-0.5315, 4.5902, 8.5042], [-2.0697, 0.6054, 5.3273], [-0.5275, 1.5869, 5.5004], [-1.1000, 0.9846, 4.0214], [-3.2813, 2.1850, 4.5995], [-1.8614, 3.1975, 3.9770], [6.2760, 2.2550, -1.2899], [5.3057, 1.9408, -0.1864], [4.4417, 0.7727, -0.4528], [3.2660, 1.0504, -1.1586], [2.9234, 2.1921, -1.5057], [2.4390, -0.1659, -1.6029], [1.3718, -0.1843, -0.8243], [2.0339, -0.0462, -2.8497], [3.2319, -1.2524, -1.4589], [6.8458, 1.3921, -1.6347], [7.0121, 2.9948, -0.9754], [5.6897, 2.7495, -2.0643], [4.6373, 2.7681, 0.0521], [5.9876, 1.7132, 0.6329]],
  "smiles": "CCOC(=O)C(F)(F)F.CCOC(=O)C(F)(F)F.CCOC(=O)C(F)(F)F.CCOC(=O)C(F)(F)F",
  "homo_lumo_gap_ev": 11.616,
  "de_lowest_kcal_mol": 66.30
}



Entry 2:
{
  "formula": "C16H20F12O8",
  "method": "ωB97M-V/def2-TZVPD",
  "species": ["C", "C", "O", "C", "O", "C", "F", "F", "F", "H", "H", "H", "H", "H", "C", "C", "O", "C", "O", "C", "F", "F", "F", "H", "H", "H", "H", "H", "C", "C", "O", "C", "O", "C", "F", "F", "F", "H", "H", "H", "H", "H", "C", "C", "O", "C", "O", "C", "F", "F", "F", "H", "H", "H", "H", "H"],
  "coordinates": [[2.9852, -1.4980, 0.8970], [2.7376, -1.4195, 2.4213], [2.6391, -0.0972, 2.8324], [3.0390, 0.3911, 4.0553], [3.6097, -0.1790, 4.9101], [2.4947, 1.8428, 4.3308], [1.7983, 2.2323, 3.1823], [1.7855, 1.8963, 5.4084], [3.5496, 2.5857, 4.4560], [3.4722, -2.3334, 0.6794], [3.7123, -0.6774, 0.6803], [2.1359, -1.1739, 0.2786], [3.5546, -2.0278, 2.8248], [1.9104, -1.8773, 2.8037], [-4.1169, 1.6209, 0.1574], [-4.4123, 0.5485, 1.1371], [-3.3556, 0.2942, 2.0395], [-2.2216, -0.4498, 1.5904], [-2.0336, -0.9282, 0.4389], [-1.5551, -0.9078, 2.8638], [-2.2282, -1.8462, 3.4792], [-0.2982, -1.4391, 2.4247], [-1.3364, -0.0193, 3.7737], [-5.1585, 2.0821, -0.1614], [-3.6188, 1.1678, -0.8748], [-3.6054, 2.3450, 0.5120], [-4.9764, -0.3879, 0.5876], [-5.1411, 0.9540, 1.6395], [0.7044, -3.4318, -2.3881], [-0.7190, -3.0513, -2.8448], [-0.7236, -1.7420, -3.2007], [-1.9064, -1.0885, -3.2333], [-2.9652, -1.5419, -2.9029], [-1.8585, 0.3050, -3.8138], [-0.6150, 0.9052, -4.0596], [-2.5740, 0.3795, -4.9996], [-2.5849, 1.2549, -2.9326], [1.1749, -2.6763, -1.7995], [1.4009, -3.4451, -3.2117], [0.7297, -4.3846, -1.7874], [-1.6213, -3.3983, -2.1138], [-0.9447, -3.7238, -3.4971], [0.0010, 2.5145, 0.5560], [0.8089, 1.3656, -0.0889], [1.3580, 1.9328, -1.2070], [2.1604, 1.2324, -1.9430], [2.5388, 0.0155, -1.8004], [2.4001, 1.9085, -3.3268], [3.4800, 2.7215, -3.2419], [2.5581, 1.0834, -4.3147], [1.3313, 2.7910, -3.5404], [0.5176, 3.3515, 0.5799], [-0.4990, 1.9785, 1.4765], [-0.9563, 2.5140, -0.1013], [0.1523, 0.5367, -0.4774], [1.2855, 0.9938, 0.8460]],
  "smiles": "CCOC(=O)C(F)(F)F.CCOC(=O)C(F)(F)F.CCOC(=O)C(F)(F)F.CCOC(=O)C(F)(F)F",
  "homo_lumo_gap_ev": 10.774,
  "de_lowest_kcal_mol": 161.81
}



Entry 3:
{
  "formula": "C16H20F12O8",
  "method": "ωB97M-V/def2-TZVPD",
  "species": ["C", "C", "O", "C", "O", "C", "F", "F", "F", "H", "H", "H", "H", "H", "C", "C", "O", "C", "O", "C", "F", "F", "F", "H", "H", "H", "H", "H", "C", "C", "O", "C", "O", "C", "F", "F", "F", "H", "H", "H", "H", "H", "C", "C", "O", "C", "O", "C", "F", "F", "F", "H", "H", "H", "H", "H"],
  "coordinates": [[-16.9825, 1.8083, 2.4534], [-17.2576, 2.6391, 1.1214], [-16.8956, 3.9882, 1.2618], [-17.6706, 5.0106, 1.8630], [-18.7476, 4.7627, 2.4324], [-17.0282, 6.3777, 1.9142], [-16.3316, 6.6004, 0.8508], [-17.9361, 7.3340, 1.9508], [-16.2091, 6.4703, 2.8990], [-17.3802, 2.4581, 3.2329], [-15.9186, 1.6252, 2.6041], [-17.5967, 0.9078, 2.4555], [-18.3235, 2.6252, 0.8938], [-16.7575, 2.2078, 0.2541], [-13.0278, 5.3967, 1.8865], [-14.2428, 4.7370, 1.3086], [-14.0372, 3.2893, 1.1456], [-14.3441, 2.4434, 2.1611], [-14.6330, 2.7975, 3.2652], [-14.1563, 0.9308, 1.8154], [-13.7981, 0.6559, 0.6124], [-13.3035, 0.3874, 2.6401], [-15.2886, 0.2453, 2.0767], [-12.2091, 5.1925, 1.1964], [-12.8270, 5.1198, 2.9215], [-13.0767, 6.4788, 1.7652], [-14.6743, 5.1272, 0.3868], [-15.0766, 4.9927, 1.9624], [-21.4114, -4.0963, 1.5606], [-21.0082, -5.5814, 1.5833], [-20.3643, -5.7625, 0.3590], [-19.3711, -6.6663, 0.1424], [-19.0014, -7.4500, 1.0082], [-18.8138, -6.6406, -1.3390], [-17.5648, -6.2476, -1.3081], [-18.7845, -7.9138, -1.9057], [-19.4560, -5.7580, -2.1666], [-22.2810, -3.8898, 0.9366], [-20.5839, -3.4175, 1.3542], [-21.7521, -3.7353, 2.5310], [-21.8331, -6.2857, 1.6907], [-20.3022, -5.5883, 2.4138], [-15.8588, -0.9488, 2.9636], [-16.8026, -0.5980, 1.8163], [-17.5189, -1.7080, 1.3494], [-16.9606, -2.6603, 0.5558], [-15.7963, -2.7301, 0.1588], [-18.0024, -3.7115, 0.1107], [-17.8022, -4.9177, 0.5776], [-19.2177, -3.4458, 0.5260], [-17.9585, -3.6315, -1.2388], [-16.3617, -1.5492, 3.7217], [-15.4016, -0.0721, 3.4224], [-14.9628, -1.4723, 2.6303], [-16.4410, -0.1335, 0.8989], [-17.5097, 0.1634, 2.1453]],
  "homo_lumo_gap_ev": 10.375,
  "de_lowest_kcal_mol": 367.21
}



Entry 4:
{
  "formula": "C16H20F13N2O4S4",
  "method": "ωB97M-V/def2-TZVPD",
  "species": ["C", "C", "N", "C", "C", "C", "S", "S", "C", "C", "C", "S", "O", "O", "N", "S", "O", "O", "C", "C", "C", "F", "F", "C", "F", "F", "C", "F", "F", "C", "F", "F", "C", "F", "F", "C", "F", "F", "F", "H", "H", "H", "H", "H", "H", "H", "H", "H", "H", "H", "H", "H", "H", "H", "H", "H", "H", "H", "H"],
  "coordinates": [[-0.1559, 3.4793, 2.0902], [-0.3540, 4.2861, 0.7951], [0.2002, 3.5365, -0.3342], [1.6939, 3.4520, -0.2317], [2.1671, 2.0379, 0.0799], [-0.1511, 4.0593, -1.5844], [-0.8371, 5.5296, -1.8203], [0.1875, 3.1402, -3.0298], [0.1271, 1.3555, -2.6509], [-0.7710, 0.9235, -1.5052], [-2.2478, 1.2879, -1.7036], [-3.0645, 0.0081, -2.6412], [-2.4299, -0.0258, -3.9416], [-4.4720, 0.3092, -2.6596], [-2.6714, -1.3568, -1.8854], [-3.4827, -1.6905, -0.5482], [-4.4986, -2.6964, -0.7245], [-3.8729, -0.5352, 0.2364], [-2.1668, -2.4975, 0.3794], [-1.6229, -1.5526, 1.4392], [-0.3191, -2.0022, 2.0712], [-0.4072, -1.8105, 3.4236], [-0.0749, -3.3251, 1.9096], [0.9092, -1.1500, 1.6088], [0.9658, -0.0778, 2.4464], [0.7419, -0.6450, 0.3619], [2.2975, -1.8601, 1.7306], [2.3087, -2.6715, 2.8126], [3.2185, -0.8838, 1.9767], [2.8530, -2.5713, 0.4653], [3.9940, -3.2203, 0.8141], [3.1897, -1.6027, -0.4179], [1.9774, -3.5985, -0.2912], [2.5800, -3.7773, -1.4928], [0.7490, -3.1356, -0.5383], [1.8935, -5.0247, 0.3639], [2.8159, -5.8424, -0.1680], [2.0783, -4.9743, 1.6868], [0.6721, -5.5347, 0.1214], [-0.4042, 2.4437, 1.8785], [0.8562, 3.5407, 2.4672], [-0.8724, 3.8230, 2.8266], [-1.4157, 4.4277, 0.6715], [0.1583, 5.2392, 0.9073], [2.1477, 3.7663, -1.1627], [2.0142, 4.1429, 0.5423], [1.6057, 1.6114, 0.9020], [3.2141, 2.0338, 0.3677], [2.0037, 1.4244, -0.7937], [1.1267, 0.9545, -2.5308], [-0.2868, 0.9056, -3.5486], [-0.7392, -0.1651, -1.4995], [-0.4114, 1.2367, -0.5379], [-2.7246, 1.2916, -0.7310], [-2.3753, 2.2289, -2.2229], [-1.4346, -2.8278, -0.3445], [-2.5916, -3.3759, 0.8465], [-1.5415, -0.5354, 1.0782], [-2.3498, -1.5087, 2.2394]],
  "charge": -1,
  "homo_lumo_gap_ev": 8.518
}



Entry 5:
{
  "formula": "C16H20I2N3OPd",
  "method": "ωB97M-V/def2-TZVPD",
  "species": ["Pd", "I", "C", "I", "H", "H", "C", "N", "C", "C", "C", "C", "C", "C", "C", "C", "H", "H", "H", "H", "H", "H", "H", "H", "H", "H", "H", "H", "N", "C", "O", "C", "C", "C", "N", "C", "C", "H", "H", "H", "H", "H", "H"],
  "coordinates": [[0.0476, 1.7468, 0.0935], [0.7325, 4.0736, -1.2086], [-0.4760, 4.9890, 0.3362], [-0.8097, 3.7692, 2.0764], [-1.4405, 5.1982, -0.1080], [0.0233, 5.8983, 0.6493], [0.2597, -0.4165, -2.4258], [-0.1833, -1.4807, -1.5663], [-0.7782, -2.6069, -2.2524], [-0.7984, -1.1001, -0.3159], [-2.0070, -0.1795, -0.4770], [-3.2794, -0.6904, -0.7156], [-4.3492, 0.1689, -0.9222], [-4.1582, 1.5426, -0.8977], [-2.8947, 2.0663, -0.6528], [-1.8453, 1.1938, -0.4402], [0.9987, -0.8013, -3.1310], [0.7460, 0.3652, -1.8233], [-0.5551, 0.0512, -2.9999], [-0.1438, -2.8897, -3.0918], [-1.7835, -2.3889, -2.6466], [-0.8460, -3.4555, -1.5711], [-0.0382, -0.5997, 0.3136], [-1.0971, -2.0097, 0.2048], [-3.4276, -1.7634, -0.7278], [-5.3381, -0.2364, -1.0921], [-4.9900, 2.2139, -1.0656], [-2.7587, 3.1410, -0.6447], [3.4759, -3.1585, 3.1031], [3.2262, -2.7463, 1.8401], [3.3143, -3.4613, 0.8661], [2.8212, -1.3008, 1.6752], [3.1345, -0.6762, 0.4745], [2.6929, 0.6144, 0.2564], [1.9384, 1.2837, 1.1449], [1.6701, 0.6935, 2.3148], [2.0970, -0.5869, 2.6223], [3.7704, -4.1112, 3.2398], [3.4838, -2.5417, 3.8938], [3.6979, -1.2081, -0.2794], [2.9464, 1.1447, -0.6531], [1.0983, 1.2734, 3.0286], [1.8229, -1.0183, 3.5758]],
  "charge": 1,
  "homo_lumo_gap_ev": 6.054,
  "de_lowest_kcal_mol": 15.51
}



Entry 6:
{
  "formula": "C16H20N",
  "method": "ωB97M-V/def2-TZVPD",
  "species": ["C", "C", "N", "C", "C", "C", "H", "H", "H", "H", "H", "H", "H", "H", "H", "C", "C", "C", "C", "C", "C", "C", "C", "C", "C", "C", "H", "H", "H", "H", "H", "H", "H", "H", "H", "H", "H"],
  "coordinates": [[1.0704, -2.0185, -0.2026], [-0.4262, -2.0207, -0.2564], [-1.2290, -1.0299, -0.2987], [-2.6668, -1.5045, -0.2419], [-2.6088, -3.0293, -0.2613], [-1.0994, -3.3887, -0.2282], [1.4003, -3.0550, -0.0845], [1.5220, -1.6101, -1.1148], [1.4482, -1.4420, 0.6504], [-3.1432, -1.1499, 0.6833], [-3.2651, -1.1115, -1.0739], [-3.1264, -3.4489, 0.6062], [-3.0588, -3.4114, -1.1835], [-0.7908, -3.9904, -1.0885], [-0.8162, -3.9216, 0.6845], [-1.1023, 1.6813, -0.5633], [-1.4608, 2.1636, -2.0220], [-0.1331, 2.1126, -2.7230], [0.8720, 1.7309, -1.8541], [0.3614, 1.4494, -0.5693], [1.1804, 1.3735, 0.6150], [2.5996, 1.2851, 0.5166], [3.3955, 1.2408, 1.6603], [2.8077, 1.3124, 2.9303], [1.4165, 1.4514, 3.0472], [0.6120, 1.4855, 1.9110], [-1.4113, 2.3979, 0.2084], [-1.6442, 0.7402, -0.3906], [-2.2114, 1.5032, -2.4701], [-1.8853, 3.1736, -1.9604], [-0.0155, 2.3904, -3.7659], [1.9394, 1.6610, -2.0964], [3.0725, 1.3098, -0.4704], [4.4831, 1.1774, 1.5582], [3.4300, 1.2695, 3.8291], [0.9486, 1.5597, 4.0274], [-0.4650, 1.6633, 1.9919]],
  "charge": 1,
  "homo_lumo_gap_ev": 7.156,
  "de_lowest_kcal_mol": 15.53
}



Entry 7:
{
  "formula": "C16H20N2O3S",
  "method": "ωB97M-V/def2-TZVPD",
  "species": ["C", "O", "C", "C", "C", "C", "S", "O", "O", "N", "C", "C", "N", "C", "C", "C", "C", "C", "C", "C", "C", "C", "H", "H", "H", "H", "H", "H", "H", "H", "H", "H", "H", "H", "H", "H", "H", "H", "H", "H", "H", "H"],
  "coordinates": [[5.1025, 2.2915, 0.7218], [4.5176, 1.0101, 0.7016], [3.2496, 0.8779, 0.2464], [2.4619, 1.9185, -0.1935], [1.1585, 1.6703, -0.6407], [0.6484, 0.4045, -0.6523], [-1.0214, 0.1800, -1.2449], [-1.5793, 1.4760, -1.5350], [-1.0657, -0.7949, -2.2943], [-1.7901, -0.5135, 0.0920], [-3.1019, -1.0309, -0.2920], [-4.0442, -1.0040, 0.9096], [-4.2815, 0.3399, 1.4164], [-5.4663, 0.9677, 0.8720], [-3.1141, 1.2032, 1.2549], [-1.8306, 0.3818, 1.2345], [1.4171, -0.6974, -0.2208], [0.9272, -2.0175, -0.2338], [1.7117, -3.0522, 0.1990], [3.0128, -2.8148, 0.6637], [3.5171, -1.5433, 0.6830], [2.7374, -0.4566, 0.2419], [6.1094, 2.1478, 1.1104], [4.5539, 2.9721, 1.3799], [5.1596, 2.7213, -0.2826], [2.8260, 2.9328, -0.2041], [0.5359, 2.4812, -0.9855], [-2.9647, -2.0487, -0.6647], [-3.5185, -0.4245, -1.1065], [-4.9984, -1.4551, 0.6337], [-3.6070, -1.6042, 1.7149], [-6.3323, 0.3426, 1.0847], [-5.6047, 1.9286, 1.3664], [-5.4073, 1.1422, -0.2129], [-3.1568, 1.7747, 0.3145], [-3.0954, 1.9124, 2.0895], [-1.7389, -0.2117, 2.1493], [-0.9644, 1.0421, 1.1619], [-0.0694, -2.1859, -0.6048], [1.3315, -4.0627, 0.1824], [3.6171, -3.6432, 1.0024], [4.5185, -1.3467, 1.0324]],
  "smiles": "COc1ccc(S(=O)(=O)N2CCN(C)CC2)c2ccccc12",
  "homo_lumo_gap_ev": 8.645,
  "de_lowest_kcal_mol": 68.45
}



Entry 8:
{
  "formula": "C16H20N3O4RuS3",
  "method": "ωB97M-V/def2-TZVPD",
  "species": ["Ru", "O", "C", "O", "C", "C", "C", "C", "C", "N", "C", "O", "O", "H", "H", "H", "H", "C", "C", "S", "C", "C", "S", "C", "C", "S", "H", "H", "H", "H", "H", "H", "H", "H", "H", "H", "H", "H", "N", "C", "C", "C", "N", "H", "H", "H", "H"],
  "coordinates": [[-0.3093, -0.3025, 0.1526], [2.1614, 0.0540, -3.7101], [1.5899, 0.0062, -2.5277], [0.3937, 0.0064, -2.3253], [2.5291, -0.0699, -1.3893], [3.9011, -0.1124, -1.5204], [4.6775, -0.2062, -0.3657], [4.0514, -0.2475, 0.8615], [2.6622, -0.1949, 0.9001], [1.9171, -0.0994, -0.1902], [1.8773, -0.2929, 2.1638], [2.4055, -0.4774, 3.2227], [0.5886, -0.1127, 1.9537], [1.4985, 0.0949, -4.4167], [4.3499, -0.0777, -2.5030], [5.7557, -0.2563, -0.4368], [4.5905, -0.3274, 1.7958], [-3.4876, 0.8943, 1.3129], [-3.7529, 0.1179, 0.0448], [-2.4234, 0.0669, -1.1657], [-2.2855, 1.7308, -1.8185], [-1.6736, 2.7621, -0.8960], [-0.0898, 2.1721, -0.2510], [-0.0557, 2.6884, 1.4652], [-1.2184, 2.2427, 2.3172], [-1.8340, 0.5610, 1.9944], [-4.2045, 0.5725, 2.0696], [-3.6082, 1.9663, 1.1831], [-4.6443, 0.4908, -0.4617], [-3.9171, -0.9373, 0.2692], [-3.2836, 2.0386, -2.1342], [-1.6752, 1.6012, -2.7123], [-2.3138, 3.0468, -0.0654], [-1.4606, 3.6586, -1.4797], [0.0566, 3.7728, 1.5128], [0.8661, 2.2382, 1.8254], [-2.0801, 2.9047, 2.2583], [-0.8807, 2.2348, 3.3532], [0.7304, -3.2034, -0.7073], [0.5361, -4.4916, -0.3784], [-0.5648, -4.5452, 0.4437], [-0.9845, -3.2205, 0.5588], [-0.2006, -2.4077, -0.1568], [1.4378, -2.8308, -1.3161], [1.1847, -5.2688, -0.7474], [-1.0019, -5.4182, 0.8948], [-1.8114, -2.8225, 1.1221]],
  "multiplicity": 2,
  "charge": 2,
  "homo_lumo_gap_ev": [7.641, 7.719],
  "de_lowest_kcal_mol": 11.09
}